No. 1
Formula: C24H39FN6O5
Source: OMol25
Level of theory: ωB97M-V/def2-TZVPD

```
75
Properties=species:S:1:pos:R:3
F 0.1694 -6.7219 -1.2379
O 0.6116 -6.0862 0.8294
O 2.9653 -2.6354 0.0572
O -0.1877 -3.0846 1.0132
O 2.4861 -4.4853 -1.1618
O 0.9425 -2.9305 -0.9263
N -0.5646 -4.7021 -0.5844
N 6.0326 -2.6960 -3.3782
N -3.2389 2.6286 3.0554
N -1.3453 -2.8963 -2.9580
N -3.2346 6.6889 8.2004
N 0.2651 3.4353 1.9125
C 0.1224 -5.8554 -0.2353
C 5.5876 -1.6392 -3.3652
C -0.1649 3.6605 0.8741
C -0.7056 3.9326 -0.4546
C -4.2716 5.8263 4.9789
C -1.9802 -4.2034 -5.1246
C 0.3866 3.9610 -1.5282
C -0.8318 0.1174 2.8512
C -1.6409 -3.4509 -3.9178
C 5.1648 -0.0709 -0.8115
C -2.7918 1.5898 3.2447
C 2.2371 -3.3182 -0.6060
C -2.8270 5.8573 4.4986
C -3.0088 -5.2917 -4.8062
C 5.5340 0.5342 -2.1594
C 5.0058 -0.2985 -3.3325
C 1.3935 5.0872 -1.3219
C 0.0503 -3.5285 -0.0601
C -2.2276 0.2594 3.4657
C -0.8436 0.2746 1.3401
C -3.8331 6.7963 7.2283
C -2.4526 -6.2810 -3.7948
C 3.7432 -5.0574 -0.7903
C -4.5952 6.9336 5.9885
H -5.6579 6.9130 6.2351
H 5.6120 -1.0576 -0.6861
H -2.2136 -5.7710 -2.8604
H -4.9385 5.9411 4.1230
H 0.1586 0.1339 0.9359
H 5.1160 1.5392 -2.2388
H 6.6179 0.6352 -2.2344
H -1.5025 -0.4605 0.8725
H -1.0699 -4.6493 -5.5275
H -0.4390 -0.8663 3.1119
H -1.5429 -6.7565 -4.1649
H 4.0836 -0.1760 -0.7119
H -2.6624 5.0750 3.7604
H -2.5867 6.8185 4.0379
H -1.1817 1.2692 1.0561
H -0.6854 -4.6109 -1.5907
H -3.1714 -7.0663 -3.5657
H 5.2273 0.2009 -4.2770
H -1.4401 3.1605 -0.6916
H -1.2404 4.8832 -0.4327
H -0.1582 0.8571 3.2860
H 2.1302 5.0926 -2.1249
H 3.9203 -0.3895 -3.2666
H -3.2853 -5.8031 -5.7289
H 4.5424 -4.3436 -0.8766
H -3.9180 -4.8367 -4.4110
H 0.8977 6.0592 -1.3141
H 1.9294 4.9721 -0.3789
H -2.1834 0.0734 4.5397
H -0.0945 4.0785 -2.5004
H 3.7127 -5.4280 0.2206
H 3.9237 -5.8489 -1.4898
H -2.9038 -0.4844 3.0408
H -2.3650 -3.5196 -5.8821
H -2.1302 5.6910 5.3215
H -4.3885 7.9122 5.5523
H 0.9067 3.0017 -1.5453
H 5.5171 0.5585 0.0049
H -4.4885 4.8523 5.4190
```

Properties
Total energy: -47415.72377 eV
Strongest force on any atom: 1.70 eV Å⁻¹
SMILES: COC(=O)OC(=O)NC(=O)F.CCCC#N.CCCC#N.CCCC#N.CCCC#N.CCCC#N

Mulliken atomic charge list, values in e, 2 entries: atom 1 (F): -0.2352, atom 2 (O): -0.4911

***

No. 2
Formula: C4H11N3O2
Source: OMol25
Level of theory: ωB97M-V/def2-TZVPD

```
20
Properties=species:S:1:pos:R:3
O -3.1691 -2.1826 0.6610
O -1.0581 -2.1108 -0.1267
N 1.5929 2.8829 -0.9544
N 1.7555 0.5247 -0.8746
N 1.9083 1.7975 1.0712
C -1.9037 -1.6903 0.6049
C -1.6972 -0.8104 1.8175
C 1.6555 1.7829 -0.3415
C 0.9305 0.0500 -1.9923
H -3.2883 -2.8571 0.0021
H 1.5228 -0.6908 -2.5358
H -2.6235 -0.3444 2.1324
H 1.3528 2.9599 -1.9264
H 2.8938 1.8314 1.2778
H 0.7824 0.8016 -2.7590
H 0.0637 -0.3937 -1.5429
H 1.3822 2.5310 1.5096
H 2.0891 -0.2408 -0.3191
H -1.0067 0.0038 1.5933
H -1.2667 -1.3592 2.6520
```

Properties
Relative energy (zero: lowest compared OMol25 entry of this formula, charge and spin): 1.307 eV
Strongest force on any atom: 2.24 eV Å⁻¹
SMILES: [H]/N=C(/N)NC.CC(=O)O

Mulliken atomic charge list, values in e, 2 entries: atom 1 (O): -0.4461, atom 2 (O): -0.5332

***

No. 3
Formula: C33H28AgBr2IN3O6S
Source: OMol25
Level of theory: ωB97M-V/def2-TZVPD

```
75
Properties=species:S:1:pos:R:3
I 0.1448 -2.0366 1.2196
Ag -0.5244 0.5390 -0.3578
Br 1.7942 -2.1861 4.3638
Br -3.5141 2.1742 -6.5717
S 0.4680 2.9875 0.4080
O 1.0720 4.2589 0.7232
O 0.1593 2.1266 1.5528
O 5.8657 -1.8291 -1.7911
O -4.6173 0.1895 -0.0960
O -2.5084 -0.4660 -0.3908
O 1.1792 2.2429 -0.6587
N 3.7412 -1.9465 -1.0084
N 5.4976 -2.9904 0.1142
N 0.9089 -0.3729 -2.5871
C -1.6279 -0.3561 2.8188
C -1.4516 0.2605 5.1313
C -3.5850 0.5440 -2.1964
C -4.7161 1.5779 -4.0601
C -3.4947 3.5794 -0.1218
C 1.7026 -1.2347 -1.9741
C 3.0878 -1.1152 -1.9253
C -1.1833 3.8060 -1.6317
C -2.4075 4.1809 -2.1616
C -1.1190 3.3278 -0.3279
C 4.3546 -3.6443 3.5645
C 2.3528 -4.8402 4.5273
C 4.7231 -3.4738 1.1917
C -3.5891 0.0743 -0.7554
C -3.5437 1.4936 -4.7937
C 5.1039 -3.1835 2.4993
C 3.6917 -0.1269 -2.6803
C -2.2768 3.2041 0.4258
C 2.8619 0.7435 -3.3696
C 2.8227 -4.6680 2.0645
C -3.5748 4.0984 -1.4087
C 5.0720 -2.2245 -0.9658
C 3.5887 -4.2479 0.9867
C -2.4301 0.4451 -2.9633
C -4.7261 1.0990 -2.7607
C -0.4763 -1.1293 2.9514
C -4.8910 4.5670 -1.9625
C -0.2966 -0.4950 5.2481
C 3.1871 -4.3784 3.3705
C -2.1181 0.3356 3.9156
C 0.1913 -1.1942 4.1531
C 1.4856 0.6212 -3.2618
C -2.3970 0.9300 -4.2628
H -4.8257 4.7233 -3.0380
H 0.8238 1.3540 -3.6997
H -1.4951 0.8663 -4.8529
H -5.6793 3.8434 -1.7726
H 0.2389 -0.5375 6.1860
H 1.9254 -5.2382 1.8770
H -5.6010 2.0221 -4.4955
H -1.8155 0.8079 5.9890
H 4.6645 -3.3963 4.5708
H 1.4195 -5.2753 4.1812
H 6.5020 -2.9190 0.2379
H -5.6124 1.1586 -2.1462
H -1.5372 -0.0138 -2.5391
H 1.2219 -2.0397 -1.4277
H -4.3984 3.4447 0.4592
H 3.1666 -2.2640 -0.2325
H -2.4608 4.5474 -3.1806
H -3.0067 0.9379 3.8026
H 2.0976 -4.0161 5.1901
H 5.9761 -2.5683 2.6737
H -5.1972 5.5081 -1.5003
H -2.2173 2.7942 1.4239
H -0.2817 3.8757 -2.2215
H 2.8765 -5.5924 5.1194
H 3.3048 -4.5370 -0.0161
H -2.1259 -0.2945 1.8503
H 4.7667 -0.0188 -2.6879
H 3.2822 1.5602 -3.9357
```

Properties
Total energy: -214454.74624 eV
Strongest force on any atom: 3.16 eV Å⁻¹
Charge: -1

Mulliken atomic charge list, values in e, 2 entries: atom 1 (I): 0.2784, atom 2 (Ag): 1.1990

***

No. 4
Formula: C3H14NO4
Source: OMol25
Level of theory: ωB97M-V/def2-TZVPD

```
22
Properties=species:S:1:pos:R:3
O -0.2747 0.1487 2.9168
O 1.7825 -0.0165 1.2203
O 0.3765 -2.0821 1.3001
O 1.2338 -1.0625 -1.1682
N -0.1647 1.3513 0.2709
C -1.6761 1.1590 -1.6699
C -0.2340 -0.7377 -1.2652
C -0.2698 0.7714 -1.0745
H -0.7831 -1.4027 -0.6290
H 0.8487 1.3088 0.5446
H -0.7274 0.8246 0.9697
H 0.6746 0.3826 2.4675
H 0.0008 -0.8309 2.7405
H -2.5734 0.9023 -1.0763
H 1.4988 -0.5502 -0.2431
H 0.4768 1.2938 -1.6792
H 1.1253 -1.4334 1.3061
H 2.7455 -0.1255 1.3292
H -1.6110 2.3073 -1.6819
H -0.3977 -0.9932 -2.3418
H -1.9878 0.7853 -2.6937
H -0.0636 -2.0001 0.4571
```

Properties
Relative energy (zero: lowest compared OMol25 entry of this formula, charge and spin): 1.891 eV
Strongest force on any atom: 5.40 eV Å⁻¹
Charge: -1

Mulliken atomic charge list, values in e, 2 entries: atom 1 (O): -0.8363, atom 2 (O): -0.9673

***

No. 5
Formula: C7H12ClNS
Source: OMol25
Level of theory: ωB97M-V/def2-TZVPD

```
22
Properties=species:S:1:pos:R:3
Cl 1.8549 -1.9653 -0.9176
S -0.7033 1.1113 0.6320
N 1.2359 0.4718 -1.2709
C -0.4122 -1.5585 1.6520
C 0.6637 -0.7215 -1.1793
C 0.3479 1.5058 -1.1112
C -0.7241 1.5291 -2.1985
C -0.1377 -0.4844 0.6986
C 2.6299 0.6663 -1.0113
C -1.5636 -2.4533 1.1845
H -1.4937 2.2775 -2.0038
H 3.3356 0.3465 -1.8277
H -1.5957 -3.2229 2.0009
H 2.8140 1.7424 -0.8608
H -0.9961 0.5054 -2.4282
H 0.8744 2.4807 -1.0284
H -0.2998 1.8786 -3.1084
H 3.1547 0.1140 -0.1269
H 0.4850 -2.2044 1.8851
H -1.1676 -3.0049 0.3919
H -0.6527 -1.0847 2.5554
H -2.4678 -1.9486 0.8097
```

Properties
Relative energy (zero: lowest compared OMol25 entry of this formula, charge and spin): 2.851 eV
Strongest force on any atom: 3.72 eV Å⁻¹

Mulliken atomic charge list, values in e, 2 entries: atom 1 (Cl): -0.2102, atom 2 (S): -0.1450